Record 1
The following is a DFT calculation (ωB97M-V with the def2-TZVPD basis set) of C14H8BrCuNO2S2 as an isolated structure at a distorted geometry.

Each line ends with the natural charge from an NBO analysis.
CARTESIAN COORDINATES (ANGSTROEM)
Cu1 0.7235 1.2540 -1.3445  0.766
S1 3.0185 0.1535 -2.3134  -0.297
C1 1.7133 -0.8928 -2.3475  -0.071
N1 0.4981 -0.4595 -2.0350  -0.670
C2 -0.4864 -1.4097 -2.2492  0.141
C3 -1.8307 -1.1009 -2.1819  -0.241
C4 -2.7627 -2.0692 -2.5514  -0.217
C5 -2.2807 -3.3427 -2.8957  -0.248
C6 -0.9129 -3.6713 -2.7380  -0.208
C7 0.0212 -2.6944 -2.5111  -0.247
S2 1.7363 -2.6525 -2.7500  0.340
H1 -2.1561 -0.1938 -1.6558  0.225
H2 -3.8226 -1.9247 -2.5328  0.209
H3 -2.8945 -4.1421 -3.3144  0.205
H4 -0.6019 -4.7108 -2.6145  0.207
Br1 0.4878 -0.1620 5.6111  -0.002
C8 0.5900 0.9320 4.0484  -0.068
C9 1.5278 2.0097 4.0383  -0.264
C10 1.6191 2.7891 2.9085  -0.148
C11 0.7287 2.4601 1.8172  -0.133
C12 -0.1631 1.4323 1.8883  -0.196
C13 -0.2870 0.6259 3.0518  -0.257
C14 0.9393 3.3729 0.5598  0.779
O1 1.2691 4.5131 0.8660  -0.676
O2 0.7035 2.9378 -0.6435  -0.849
H5 2.1734 2.1068 4.8844  0.217
H6 2.3093 3.6353 2.8187  0.246
H7 -0.7813 1.3446 0.9894  0.228
H8 -1.0791 -0.1408 3.1965  0.230

As for the LUMO energy: 2.583 eV. The calculation puts the HOMO energy at -4.64 eV. As for the charge: -1. The multiplicity is 1. The frontier orbital gap comes out at 7.2 eV. The calculation puts the calculated total energy at -5754.5385 Eh. The value obtained for the largest force on an atom is 2.5 eV/A. The energy above the lowest of the compared OMol25 structures with the same formula, charge and spin comes out at 0.0 kcal per mole.

Record 2
The following is a DFT calculation (ωB97M-V with the def2-TZVPD basis set) of C14H8ClCrNO6 as an isolated structure.

Each line ends with the Löwdin spin population.
CARTESIAN COORDINATES (ANGSTROEM)
Cr1 -1.1830 0.2517 -0.8393  0.968
O1 1.0018 3.7107 -1.1823  0.000
C1 0.4383 2.5423 -1.2745  0.000
O2 -0.6390 2.2529 -0.7465  -0.001
C2 1.1327 1.5093 -2.0881  0.002
C3 2.3034 1.5744 -2.8103  -0.001
C4 2.6825 0.4228 -3.5097  0.005
C5 1.8932 -0.7191 -3.4804  -0.002
C6 0.7298 -0.6865 -2.7242  0.005
N1 0.4025 0.4002 -2.0572  -0.003
C7 -0.3214 -1.7649 -2.5396  0.000
O3 -0.2462 -2.8508 -3.0203  0.008
O4 -1.3316 -1.3132 -1.7681  -0.008
H1 0.4589 4.3061 -0.6375  0.000
H2 2.8938 2.4791 -2.8355  0.000
H3 3.5964 0.4296 -4.0879  0.000
H4 2.1508 -1.6169 -4.0251  0.000
Cl1 -1.4378 -1.8159 6.0263  -0.001
C8 -1.0934 -1.3313 4.4033  -0.001
C9 0.2293 -1.4315 3.9227  0.001
C10 0.5546 -1.0557 2.6482  -0.001
C11 -0.4306 -0.5598 1.7727  0.000
O5 -0.0556 -0.1854 0.5698  0.015
C12 -1.7638 -0.4707 2.2538  -0.002
C13 -2.8198 0.0173 1.4611  0.006
O6 -2.7408 0.3539 0.2489  0.008
C14 -2.0717 -0.8571 3.5885  0.002
H5 0.9940 -1.8138 4.5863  0.000
H6 1.5704 -1.1327 2.2865  0.000
H7 -3.8066 0.1289 1.9152  0.000
H8 -3.0911 -0.7741 3.9431  0.000

As for the LUMO energy (spin up / spin down): -4.732 / -4.760 eV. The calculation puts the HOMO energy (spin up / spin down) at -11.75 / -11.75 eV. As for the charge: +1. The multiplicity is 2. The frontier orbital gap (spin up / spin down) comes out at 7.0 / 7.0 eV. The calculation puts the calculated total energy at -2549.0099 Eh. The value obtained for the largest force on an atom is 0.9 eV/A.

Record 3
The following is a DFT calculation (ωB97M-V with the def2-TZVPD basis set) of an isolated molecule of C14H8F2N2S2 at a distorted geometry.

Each line ends with the natural charge from an NBO analysis.
CARTESIAN COORDINATES (ANGSTROEM)
F1 -0.6505 2.7275 -1.1859  -0.304
F2 0.0297 0.6855 3.1544  -0.315
S1 -2.3338 -0.5450 0.5482  -0.080
S2 2.6849 1.3675 0.3019  -0.200
C1 -0.7463 -0.6188 -0.0195  0.149
C2 1.4958 0.2456 -0.0279  0.298
C3 -1.0865 4.0166 2.2267  -0.165
C4 -0.6124 -3.8813 -1.9445  -0.244
C5 0.6968 -3.9322 -2.3751  -0.150
C6 -1.0104 3.9306 0.8394  -0.285
C7 -0.7631 2.8611 2.9564  -0.277
C8 -1.0724 -2.7890 -1.2079  -0.110
C9 1.5956 -2.9009 -1.9565  -0.274
C10 -0.6114 2.7583 0.1663  0.438
C11 -0.3283 1.7328 2.3486  0.425
C12 -0.2154 -1.7713 -0.7971  -0.222
C13 1.1415 -1.8048 -1.1782  0.269
C14 -0.2382 1.6263 0.9403  0.025
N1 1.9764 -0.7872 -0.7693  -0.585
N2 0.1529 0.4358 0.3131  -0.456
H1 -1.4184 4.9268 2.6975  0.230
H2 -1.2376 -4.7182 -2.2090  0.223
H3 1.0800 -4.7520 -2.9756  0.224
H4 -1.2071 4.8155 0.2392  0.232
H5 -0.8225 2.8243 4.0555  0.237
H6 -2.1181 -2.7297 -0.9268  0.249
H7 2.6517 -3.0051 -2.1860  0.218
H8 2.9669 -0.7186 -1.0281  0.451

As for the LUMO energy: -0.782 eV. The calculation puts the HOMO energy at -8.44 eV. The multiplicity is 1. The frontier orbital gap comes out at 7.7 eV. The calculation puts the calculated total energy at -1643.9198 Eh. The value obtained for the largest force on an atom is 4.1 eV/A.

Question: What is the formula in the second record?
Answer: C14H8ClCrNO6

Question: The lowest calculated total energy belongs to which entry?
Answer: C14H8BrCuNO2S2

Question: Which value of multiplicity does entry 2 give?
Answer: 2

Question: Which value of multiplicity does entry 3 give?
Answer: 1